Record 1
DFT (ωB97M-V/def2-TZVPD) results for the ion C5H12NO2 with charge -1 in a non-equilibrium geometry.

ΔE to the lowest compared entry with this formula, charge and spin   429.0 kJ/mol
Structure (SMILES)   N[C@H](CO)CCC[O-]
F_max   5.84 eV/A
Net charge   -1

Each line ends with the Löwdin charge.
Element x y z (Å)
N -0.92 -1.79 -0.27  0.037
C -0.26 -0.55 -0.56  -0.378
C 0.53 -0.71 -1.88  -0.201
O -0.17 -0.17 -3.05  -0.115
C 0.79 -0.15 0.53  -0.202
C 0.08 0.30 1.88  -0.131
C -0.45 1.90 1.55  -0.543
O -0.21 2.72 2.53  -0.348
H -0.40 -2.26 0.43  0.051
H -1.08 -2.42 -1.03  0.060
H -0.94 0.36 -0.72  0.149
H 1.49 -0.20 -1.85  0.103
H 0.56 -1.78 -2.14  0.108
H -0.40 0.76 -2.93  0.068
H 1.46 -0.83 0.74  0.040
H 1.26 0.79 0.29  0.080
H 0.67 0.36 2.77  0.065
H -0.76 -0.35 1.98  0.052
H 0.21 2.14 0.67  0.050
H -1.44 1.89 1.06  0.056

Record 2
DFT (ωB97M-V/def2-TZVPD) results for a structure of composition C52H40GaN2OP2S2 in a non-equilibrium geometry.

ΔE to the lowest compared entry with this formula, charge and spin   90.9 kJ/mol
F_max   1.16 eV/A
Net charge   +1

Each line ends with the Löwdin charge.
Element x y z (Å)
Ga -0.30 1.63 -1.84  0.116
C 3.96 1.65 -1.94  0.000
C 4.20 2.73 -1.11  -0.005
C 3.15 3.33 -0.43  0.025
C 1.88 2.84 -0.61  -0.198
N 1.65 1.81 -1.44  0.039
C 2.65 1.21 -2.08  -0.047
C 0.67 3.35 0.08  -0.213
C 0.65 4.48 0.89  0.026
C -0.55 4.85 1.49  -0.004
C -1.69 4.09 1.28  -0.017
C -1.61 2.99 0.45  -0.086
N -0.46 2.64 -0.13  0.011
H 4.75 1.15 -2.47  0.123
H 5.21 3.09 -0.98  0.125
H 3.34 4.16 0.24  0.120
H 2.39 0.38 -2.73  0.114
H 1.54 5.06 1.05  0.124
H -0.58 5.72 2.12  0.128
H -2.63 4.34 1.74  0.123
H -2.47 2.37 0.23  0.140
O 0.95 -2.17 1.82  -0.044
C 0.96 -1.99 3.18  -0.264
C 1.78 -2.73 4.04  -0.022
C 1.75 -2.48 5.40  -0.058
C 0.94 -1.48 5.91  -0.067
C 0.21 -0.69 5.04  -0.069
C 0.23 -0.92 3.66  -0.283
P -0.53 0.28 2.50  1.121
C -2.27 0.30 3.04  -0.371
C -3.05 1.39 3.38  -0.107
C -4.41 1.24 3.66  -0.078
C -5.00 -0.01 3.60  -0.078
C -4.23 -1.11 3.24  -0.074
C -2.89 -0.96 2.96  -0.113
C 0.39 1.72 3.19  -0.370
C 1.70 1.78 2.70  -0.124
C 2.60 2.73 3.17  -0.088
C 2.20 3.65 4.14  -0.080
C 0.90 3.60 4.62  -0.074
C 0.00 2.64 4.16  -0.096
C 0.92 -3.40 1.21  -0.241
C 0.88 -4.62 1.89  -0.015
C 0.83 -5.81 1.19  -0.063
C 0.82 -5.81 -0.20  -0.071
C 0.78 -4.60 -0.86  -0.084
C 0.81 -3.38 -0.19  -0.273
P 0.48 -1.83 -1.12  1.099
C -1.27 -2.19 -1.51  -0.433
C -1.74 -3.07 -2.49  -0.101
C -3.10 -3.29 -2.64  -0.065
C -4.01 -2.64 -1.81  -0.071
C -3.55 -1.79 -0.82  -0.078
C -2.19 -1.56 -0.68  -0.164
C 1.47 -2.12 -2.63  -0.413
C 2.82 -2.43 -2.45  -0.117
C 3.68 -2.48 -3.54  -0.083
C 3.21 -2.23 -4.82  -0.082
C 1.87 -1.92 -5.00  -0.069
C 1.00 -1.87 -3.92  -0.115
H 2.47 -3.47 3.64  0.122
H 2.38 -3.06 6.05  0.112
H 0.90 -1.29 6.97  0.108
H -0.37 0.14 5.43  0.110
H -2.63 2.39 3.42  0.070
H -5.00 2.11 3.94  0.107
H -6.05 -0.12 3.82  0.107
H -4.68 -2.09 3.17  0.110
H -2.30 -1.83 2.68  0.107
H 2.02 1.06 1.96  0.107
H 3.62 2.73 2.80  0.106
H 2.90 4.38 4.52  0.107
H 0.59 4.29 5.39  0.109
H -0.98 2.61 4.60  0.093
H 0.84 -4.65 2.97  0.105
H 0.81 -6.74 1.74  0.112
H 0.79 -6.74 -0.75  0.108
H 0.72 -4.60 -1.94  0.104
H -1.05 -3.58 -3.15  0.102
H -3.45 -3.96 -3.41  0.109
H -5.07 -2.82 -1.93  0.107
H -4.25 -1.28 -0.16  0.104
H -1.83 -0.88 0.09  0.055
H 3.20 -2.63 -1.46  0.109
H 4.72 -2.74 -3.38  0.106
H 3.88 -2.28 -5.66  0.106
H 1.49 -1.73 -6.00  0.109
H -0.03 -1.61 -4.08  0.058
S -1.57 0.46 -3.17  0.781
C -1.37 1.50 -4.60  -0.616
C -1.67 0.91 -5.83  -0.123
C -1.60 1.65 -6.99  -0.084
C -1.21 2.99 -6.94  -0.082
C -0.89 3.57 -5.73  -0.114
C -0.96 2.84 -4.54  -0.655
S -0.55 3.59 -3.00  0.736
H -1.97 -0.13 -5.86  0.103
H -1.84 1.19 -7.94  0.106
H -1.16 3.57 -7.85  0.107
H -0.59 4.61 -5.69  0.104

Record 3
DFT (ωB97M-V/def2-TZVPD) results for the ion C4H7NO3 with charge -2 in a non-equilibrium geometry.

ΔE to the lowest compared entry with this formula, charge and spin   54.6 kJ/mol
Structure (SMILES)   N[C@@H](C[O-])CC(=O)[O-]
F_max   2.94 eV/A
Net charge   -2

Each line ends with the Löwdin charge.
Element x y z (Å)
N 1.17 -0.51 1.39  -0.008
C 0.39 0.36 0.52  -0.381
C 1.48 1.51 0.03  -0.527
O 2.27 1.97 0.98  -0.386
C -0.14 -0.29 -0.75  -0.149
C -1.56 -0.92 -0.71  -0.752
O -1.67 -2.09 -1.16  -0.153
O -2.49 -0.22 -0.24  -0.129
H 1.52 -1.37 1.01  0.034
H 2.00 0.03 1.66  0.021
H -0.40 0.90 1.05  0.113
H 2.00 1.00 -0.85  0.073
H 0.81 2.27 -0.40  0.057
H -0.28 0.49 -1.53  0.100
H 0.54 -1.02 -1.18  0.085